Record 1
One molecule with the formula CH3Cl2N. Source: the OMol25 dataset; level of theory: ωB97M-V with the def2-TZVPD basis set.

```
7
Properties=species:S:1:pos:R:3:mulliken_charge:R:1
Cl 0.89197 1.21128 1.13140 -0.10
C -0.13382 0.76265 -0.18083 -0.32
N -0.28746 -1.02121 -0.32198 -0.39
Cl -0.37143 -1.81889 1.20866 -0.07
H -1.27338 0.94570 -0.15817 0.29
H 0.43463 1.01345 -1.03887 0.32
H 0.73948 -1.09299 -0.64021 0.28
```

* LUMO level: 0.727 eV
* spin multiplicity: 1
* frontier orbital gap: 0.386 Eh
* F_max: 0.09474 Eh/bohr
* SMILES: ClCNCl

Record 2
A 6-piece molecular cluster, C28H56BClNO17 overall. Source: the OMol25 dataset; level of theory: ωB97M-V with the def2-TZVPD basis set.

```
104
Properties=species:S:1:pos:R:3:mulliken_charge:R:1
C -5.05701 -3.73596 5.24538 -0.85
C -4.97822 -3.61032 3.58290 -0.56
C -3.90103 -2.41552 3.12085 -0.17
Cl -4.92747 -1.08630 2.33621 -0.14
N -2.78059 -2.95609 2.26131 0.38
C -2.06805 -4.03873 2.78962 -0.03
C -0.93596 -4.60509 1.74364 -0.74
C -0.70712 -3.18245 0.89762 -0.67
C -2.26773 -2.58879 0.88727 -0.21
C -2.02119 -1.02031 0.47932 -0.16
B -1.01562 -0.78023 -0.79936 0.45
O 0.08445 0.22594 -0.59658 -0.32
O -1.25352 -1.50212 -2.06527 -0.52
H -4.07663 -4.26171 5.64178 0.20
H -6.04931 -4.26237 5.60180 0.34
H -5.09389 -2.63558 5.70644 0.28
H -6.06826 -3.26908 3.23593 0.36
H -4.78299 -4.63615 3.05214 0.32
H -3.46878 -1.99595 4.14733 0.36
H -2.19513 -4.58023 3.82845 0.35
H 0.00900 -5.14366 2.18182 0.39
H -1.34606 -5.29567 0.85740 0.31
H -0.30039 -3.62854 -0.13153 0.23
H 0.07818 -2.64974 1.59625 0.27
H -2.77586 -3.31233 0.08512 0.23
H -3.08681 -0.59209 0.15404 -0.09
H -1.72911 -0.37939 1.44350 0.31
H -0.40305 0.97266 -0.09711 0.29
H -0.75447 -2.37062 -2.03864 0.31
C 3.29425 1.17608 -2.02103 -0.94
C 2.43207 2.40326 -1.78216 -0.10
O 3.19883 3.60308 -1.94093 -0.31
C 3.42529 3.98958 -3.22079 0.72
O 3.03160 3.41788 -4.22557 -0.58
O 4.19360 5.10790 -3.19242 -0.34
C 4.58404 5.57072 -4.48422 -0.75
H 4.18800 1.20395 -1.38961 0.31
H 2.73488 0.26128 -1.80630 0.30
H 3.64026 1.13141 -3.05866 0.20
H 2.06712 2.39404 -0.74954 0.21
H 1.55129 2.41336 -2.43491 0.29
H 3.71870 5.69718 -5.14236 0.33
H 5.30670 4.87721 -4.92400 0.28
H 5.06808 6.54438 -4.36314 0.26
C 0.65168 10.87467 -1.49003 -1.08
C 2.03248 10.88754 -2.12220 -0.16
O 2.97366 10.18203 -1.30420 -0.36
C 2.92762 8.82955 -1.39012 0.73
O 2.17396 8.17858 -2.09698 -0.56
O 3.84567 8.32221 -0.52901 -0.34
C 3.83778 6.89758 -0.45307 -0.11
H 0.69489 11.24778 -0.46184 0.29
H -0.04365 11.49311 -2.06440 0.35
H 0.24794 9.85828 -1.44189 0.30
H 2.38761 11.92102 -2.19549 0.29
H 2.01646 10.47962 -3.13970 0.29
H 3.92674 6.44351 -1.44497 -0.11
H 2.92659 6.55779 0.04781 0.28
H 4.69878 6.58553 0.14549 0.30
C -0.74378 -8.14035 8.84463 -1.09
C -2.04109 -8.21316 8.05845 -0.17
O -1.88784 -7.61351 6.76631 -0.32
C -1.26097 -8.37576 5.83640 0.67
O -0.83406 -9.50780 6.00270 -0.55
O -1.16221 -7.64912 4.69448 -0.24
C -0.43652 -8.30507 3.65597 -0.62
H -0.37633 -7.11013 8.88767 0.28
H -0.88654 -8.51042 9.86372 0.36
H 0.04105 -8.73742 8.36930 0.31
H -2.81508 -7.64298 8.58325 0.29
H -2.40448 -9.24375 7.97016 0.31
H -0.83497 -9.30541 3.45970 0.33
H 0.62399 -8.35571 3.91935 0.34
H -0.53859 -7.71009 2.74354 0.11
C -7.09214 3.59093 -3.51464 -1.07
C -7.49451 4.23074 -2.19739 -0.15
O -7.75970 3.23121 -1.20578 -0.35
C -6.66715 2.67796 -0.62357 0.72
O -5.50340 2.96074 -0.86258 -0.57
O -7.09118 1.73087 0.25104 -0.39
C -6.03142 1.00309 0.86962 -0.75
H -7.83991 2.85674 -3.83096 0.29
H -6.98338 4.34793 -4.29629 0.35
H -6.14195 3.05550 -3.42058 0.30
H -8.42356 4.79370 -2.33708 0.29
H -6.73781 4.94081 -1.84361 0.30
H -5.30095 1.67482 1.33133 0.42
H -5.54871 0.35332 0.13382 0.33
H -6.46439 0.37564 1.65435 0.35
C 6.49836 -0.97180 -6.73746 -1.20
C 6.09599 -0.33199 -5.42022 -0.09
O 5.83080 -1.33152 -4.42861 -0.32
C 6.92335 -1.88477 -3.84640 0.73
O 8.08710 -1.60199 -4.08541 -0.55
O 6.49932 -2.83186 -2.97178 -0.31
C 7.55909 -3.55964 -2.35320 -0.63
H 5.75059 -1.70598 -7.05378 0.31
H 6.60712 -0.21480 -7.51912 0.36
H 7.44855 -1.50723 -6.64341 0.32
H 5.16694 0.23097 -5.55990 0.24
H 6.85269 0.37808 -5.06643 0.33
H 8.28955 -2.88791 -1.89149 0.30
H 8.04179 -4.20941 -3.08900 0.29
H 7.12612 -4.18709 -1.56847 0.21
```

* LUMO level: -5.046 eV
* net charge: +1
* spin multiplicity: 1
* frontier orbital gap: 0.248 Eh
* F_max: 0.10187 Eh/bohr

Record 3
An isolated ion of composition C2H3N2OS and charge +1. Source: the OMol25 dataset; level of theory: ωB97M-V with the def2-TZVPD basis set.

```
9
Properties=species:S:1:pos:R:3:mulliken_charge:R:1
O 3.09313 -1.19538 -0.03609 -0.54
N 2.09283 -0.47885 -0.00056 0.75
N 0.84098 -0.95971 -0.01349 -0.13
C -0.10348 0.01975 0.02424 -0.01
C 0.49129 1.23880 -0.05225 -0.40
S 2.21256 1.18515 0.03634 0.25
H 0.61781 -1.95216 0.19986 0.30
H -1.07731 -0.35643 -0.00885 0.44
H -0.11477 2.18801 -0.13726 0.36
```

* LUMO level: -6.064 eV
* net charge: +1
* spin multiplicity: 1
* frontier orbital gap: 0.317 Eh
* F_max: 0.06299 Eh/bohr
* SMILES: O=[n+]1[nH]ccs1

Record 4
C38H34I2N9ORb as an isolated structure. Source: the OMol25 dataset; level of theory: ωB97M-V with the def2-TZVPD basis set.

```
85
Properties=species:S:1:pos:R:3:mulliken_charge:R:1
Rb 9.95260 11.41755 12.80003 0.64
C 6.13312 12.98231 13.60364 -0.84
N 6.78269 12.39199 12.40254 0.56
C 5.87720 11.65502 11.45729 -0.97
C 6.63033 10.64178 10.70289 0.63
N 6.20216 9.45258 10.50712 -0.81
C 7.22846 8.83294 9.78279 0.43
C 7.38115 7.51302 9.33962 -0.63
C 8.54318 7.25206 8.61568 -0.57
C 9.51742 8.25313 8.34555 -0.73
C 9.36870 9.54687 8.80533 -0.43
C 8.19164 9.77599 9.41777 0.62
N 7.81901 10.94750 10.05881 0.36
C 7.11535 13.88579 14.31544 0.13
N 8.31479 13.52924 14.67019 -0.02
C 8.82695 14.63644 15.35029 0.83
C 10.09313 14.79542 15.90106 -0.57
C 10.35881 15.96892 16.57331 -0.63
C 9.36588 16.95177 16.64712 -0.50
C 8.14609 16.84220 16.01784 -0.99
C 7.86922 15.64648 15.34069 0.04
N 6.77404 15.14819 14.65309 0.02
H 5.92733 12.18583 14.28262 0.42
H 5.20162 13.57089 13.35866 0.24
H 7.10122 13.20205 11.86296 -0.38
H 5.31941 12.31834 10.79625 0.30
H 5.13312 11.07569 12.05367 0.30
H 6.68574 6.68753 9.60263 0.38
H 8.54802 6.35472 8.00566 0.40
H 10.43488 7.80705 7.99056 0.42
H 10.12700 10.34291 8.76639 0.16
H 8.29626 11.85051 9.97001 0.01
H 10.76794 13.93035 15.91300 0.35
H 11.24310 16.18557 17.09144 0.49
H 9.68939 17.88387 17.08828 0.33
H 7.43423 17.65718 16.07289 0.37
H 5.93221 15.62935 14.44434 0.20
I 12.23022 17.95142 7.97358 0.02
C 11.28368 16.19817 8.56105 -0.66
C 9.96628 16.27926 8.83065 -0.30
C 9.33248 15.26221 9.44278 -0.04
I 7.28162 15.33561 9.88660 -0.02
C 9.94908 14.10832 9.82401 -0.34
O 9.37281 13.19822 10.49323 -0.26
C 11.29711 13.96158 9.38437 0.16
C 12.03338 12.77118 9.75596 0.30
N 12.39394 12.83759 11.13074 -0.07
C 13.39007 11.77640 11.48717 -0.92
C 13.71143 11.81013 12.94754 0.45
C 14.99805 12.10523 13.30942 -0.40
C 15.38909 12.23536 14.59029 -0.60
C 14.40782 11.94532 15.54438 -0.95
C 13.10349 11.73740 15.14934 -0.36
N 12.72652 11.61230 13.83345 0.57
C 11.93116 15.01877 8.79013 -0.20
H 9.35488 17.08671 8.56692 0.49
H 12.97347 12.77575 9.18003 0.50
H 11.42830 11.86553 9.49470 -0.88
H 12.64197 13.75398 11.40826 0.30
H 14.30922 11.88954 10.82572 0.31
H 12.98052 10.83126 11.23867 0.32
H 15.67540 12.04926 12.43436 0.31
H 16.45593 12.45566 14.77300 0.37
H 14.58014 11.93722 16.60068 0.45
H 12.30133 11.47772 15.84897 0.52
H 13.00720 14.99304 8.50078 0.27
N 8.74157 9.98755 15.33404 -0.18
C 9.76130 9.14928 15.63531 0.59
C 10.44650 9.17646 16.80948 -1.08
C 11.72127 8.60185 16.89139 -0.51
C 12.24582 7.90995 15.86797 -1.07
C 11.53764 7.75042 14.67369 1.13
C 12.06988 7.07882 13.50270 -1.04
C 11.28621 7.09047 12.37163 -0.51
C 10.00020 7.68858 12.34403 0.14
N 9.48817 8.30821 13.36342 -0.34
C 10.25603 8.34748 14.50361 0.19
H 8.43120 10.53236 16.08162 0.14
H 7.99658 9.70037 14.73483 0.24
H 10.03355 9.74555 17.61979 0.42
H 12.24804 8.71243 17.79662 0.49
H 13.22653 7.45836 15.99795 0.37
H 12.96238 6.47183 13.54436 0.47
H 11.59452 6.58390 11.41841 0.38
H 9.41692 7.58394 11.44496 0.24
```

* LUMO level: -0.020 eV
* spin multiplicity: 1
* frontier orbital gap: 0.252 Eh
* F_max: 0.06368 Eh/bohr

Record 5
One molecule with the formula C9H11NO3S. Source: the OMol25 dataset; level of theory: ωB97M-V with the def2-TZVPD basis set.

```
25
Properties=species:S:1:pos:R:3:mulliken_charge:R:1
C 3.83047 1.23604 0.00046 -0.70
O 2.43338 0.99363 0.00065 -0.25
C 2.06401 -0.29338 0.00035 1.26
O 2.88511 -1.19873 -0.00052 -0.77
C 0.62627 -0.51171 0.00064 -0.03
C 0.13871 -1.82226 0.00081 0.15
N 0.88252 -2.93108 0.00132 -0.35
S -1.58337 -1.86619 0.00109 -0.35
C -1.67306 -0.10448 0.00095 0.38
C -2.97619 0.53564 0.00052 0.98
C -4.15924 -0.40629 -0.00195 -1.54
O -3.12633 1.74335 0.00226 -0.63
C -0.41635 0.45897 0.00071 -0.24
C -0.17445 1.92593 -0.00001 -1.27
H 4.29431 0.79620 0.88606 0.30
H 4.29319 0.80135 -0.88824 0.30
H 3.94876 2.31649 0.00344 0.22
H 0.46697 -3.84404 -0.00001 0.14
H 1.88868 -2.78619 0.00021 0.25
H -4.12953 -1.04107 -0.88536 0.40
H -5.07906 0.17232 -0.00087 0.37
H -4.13020 -1.04560 0.87820 0.40
H 0.40553 2.20359 -0.87807 0.29
H -1.11688 2.46314 0.00043 0.41
H 0.40675 2.20437 0.87696 0.29
```

* LUMO level: 0.498 eV
* spin multiplicity: 1
* frontier orbital gap: 0.316 Eh
* F_max: 0.01490 Eh/bohr
* SMILES: COC(=O)c1c(N)sc(C(C)=O)c1C

Record 6
One molecule with the formula C24H31F4N2O5P. Source: the OMol25 dataset; level of theory: ωB97M-V with the def2-TZVPD basis set.

```
67
Properties=species:S:1:pos:R:3:mulliken_charge:R:1
C 3.67729 -1.58985 2.43904 -1.07
C 3.27826 -0.15996 2.69058 0.67
O 3.56877 0.40946 3.70661 -0.61
N 2.54307 0.45982 1.68426 0.11
C 3.02006 1.77817 1.21711 -0.92
C 1.91709 2.83828 1.18512 -0.40
C 1.43453 3.19308 -0.23873 -0.76
C -0.08275 3.25373 -0.34713 -1.90
C -0.77882 1.97931 0.08174 0.73
C -1.47920 1.98765 1.29263 -0.05
C -2.16939 0.86741 1.74347 0.16
C -2.21081 -0.31593 0.99965 0.24
C -3.06277 -1.48514 1.47536 0.72
F -3.80727 -1.98241 0.44503 -0.32
F -3.96979 -1.09976 2.38954 -0.33
C -2.27558 -2.65904 2.13933 -0.02
F -0.99769 -2.29720 2.39181 -0.22
F -2.27420 -3.75452 1.34595 -0.26
C -1.45615 -0.36863 -0.20691 0.24
C -1.39104 -1.64317 -1.01745 -1.08
C -0.09843 -2.44754 -0.70878 0.74
C 0.24427 -3.48541 -1.75561 -1.43
O 0.20800 -2.95227 -3.09156 -0.16
C 1.13222 -3.46478 -3.92937 0.65
C 1.61001 -2.50189 -4.97396 -0.97
O 1.52391 -4.59140 -3.85424 -0.57
C -0.76329 0.78602 -0.67202 0.51
P 0.09239 0.93203 -2.29891 0.22
C 1.65427 -0.02436 -2.33754 -0.77
C -1.01035 0.29827 -3.62060 -1.21
C -2.74963 1.25984 3.09345 -0.27
O -3.08574 0.61135 4.03281 -0.53
N -2.67008 2.67852 3.16527 0.19
C -3.88307 3.45905 3.33329 -1.02
C -1.68361 3.10709 2.26738 -0.12
O -1.09754 4.14109 2.35653 -0.58
H 3.69903 -2.10814 3.39143 0.37
H 2.96809 -2.11068 1.80012 0.24
H 4.66728 -1.63395 1.99694 0.25
H 2.39027 -0.19619 0.93155 -0.09
H 3.80839 2.09087 1.89363 0.57
H 3.48135 1.66769 0.23610 0.38
H 2.34002 3.73720 1.62714 0.44
H 1.10544 2.53556 1.83619 0.13
H 1.81692 4.18034 -0.49034 0.57
H 1.87286 2.51434 -0.96368 0.43
H -0.42045 3.51570 -1.34716 0.50
H -0.40473 4.05222 0.30539 0.49
H -2.75081 -2.91936 3.08232 0.36
H -1.42734 -1.44726 -2.07945 0.38
H -2.20748 -2.30869 -0.79291 0.88
H -0.30143 -3.02624 0.18476 0.39
H 0.72447 -1.78881 -0.45445 -0.51
H -0.41906 -4.34060 -1.65441 0.49
H 1.24755 -3.86179 -1.56990 0.48
H 2.57567 -2.09982 -4.68911 0.24
H 0.90433 -1.68355 -5.07776 0.25
H 1.67167 -3.03513 -5.91456 0.37
H 1.58814 -1.10150 -2.24190 0.16
H 2.11490 0.19099 -3.29907 0.48
H 2.30459 0.40836 -1.58329 0.00
H -2.05915 0.38618 -3.35514 0.47
H -0.83752 0.87021 -4.52617 0.40
H -0.80506 -0.74266 -3.85707 0.23
H -4.55826 2.94936 4.00825 0.39
H -3.63296 4.40847 3.79854 0.35
H -4.36363 3.67995 2.38089 0.30
```

* LUMO level: -0.559 eV
* spin multiplicity: 1
* frontier orbital gap: 0.286 Eh
* F_max: 0.03208 Eh/bohr
* SMILES: CC(=O)NCCCCc1c2c(c(C(F)(F)C(F)F)c(CCCOC(C)=O)c1P(C)C)C(=O)N(C)C2=O

Record 7
One molecule with the formula C16H23N5O3S. Source: the OMol25 dataset; level of theory: ωB97M-V with the def2-TZVPD basis set.

```
48
Properties=species:S:1:pos:R:3:mulliken_charge:R:1
C 2.23354 1.03896 1.84957 -1.37
C 1.87122 0.14010 2.74883 1.52
C 1.70812 0.44911 4.20293 -1.42
C 1.59753 -1.30371 2.38461 -1.49
N 1.06869 -1.44743 1.05549 0.09
C -0.16234 -1.09773 0.63036 -0.28
S -1.35510 -0.48690 1.72721 -0.18
C -2.79276 -0.33962 0.60450 -0.31
C -3.46363 1.04687 0.65371 -1.08
N -2.89558 2.13350 -0.08311 0.18
C -1.73767 2.83478 0.43014 -1.03
C -0.42198 2.39833 -0.22822 1.06
O -0.50090 2.46563 -1.63523 -0.53
C -1.54205 1.63926 -2.11385 0.47
C -2.89433 2.07387 -1.52985 -1.03
N -0.33954 -1.27883 -0.67269 -0.30
C 0.84474 -1.75561 -1.11402 0.94
C 1.74809 -1.87394 -0.06673 0.30
C 3.06761 -2.39077 -0.25068 0.10
O 3.93431 -2.57197 0.57942 -0.67
N 3.26697 -2.70129 -1.59695 -0.05
C 2.40949 -2.58918 -2.67641 0.46
O 2.74992 -2.91544 -3.78967 -0.66
N 1.15293 -2.09393 -2.39517 -0.04
C 0.18558 -1.92091 -3.45571 -0.98
H 2.35666 0.79833 0.80719 0.27
H 2.43259 2.05977 2.12399 0.32
H 2.31186 -0.23157 4.80137 0.35
H 0.66633 0.32107 4.49599 0.28
H 2.01006 1.46963 4.41810 0.41
H 2.52873 -1.87797 2.42464 0.49
H 0.87940 -1.73066 3.09276 0.41
H -3.50654 -1.09592 0.93175 0.53
H -2.42292 -0.58884 -0.38678 0.27
H -3.53967 1.35918 1.69978 0.41
H -4.48361 0.90664 0.27544 0.42
H -1.67339 2.69490 1.50961 0.41
H -1.88435 3.90221 0.21887 0.34
H 0.38883 3.06750 0.06429 0.39
H -0.16498 1.37499 0.07730 -0.91
H -1.54379 1.75275 -3.19987 0.42
H -1.32421 0.59151 -1.85848 -0.47
H -3.68356 1.40152 -1.86831 0.43
H -3.11067 3.08524 -1.89822 0.34
H 4.18033 -3.07530 -1.83039 0.24
H 0.58646 -2.39401 -4.34985 0.40
H -0.75624 -2.38534 -3.16630 0.32
H 0.01984 -0.85874 -3.64139 0.25
```

* LUMO level: 0.432 eV
* spin multiplicity: 1
* frontier orbital gap: 0.311 Eh
* F_max: 0.02739 Eh/bohr
* SMILES: C=C(C)Cn1c(SCCN2CCOCC2)nc2c1c(=O)[nH]c(=O)n2C

Record 8
A 2-piece molecular cluster, C5H10N2O overall. Source: the OMol25 dataset; level of theory: ωB97M-V with the def2-TZVPD basis set.

```
18
Properties=species:S:1:pos:R:3:mulliken_charge:R:1
C 2.02344 -1.35054 0.33486 -1.20
C 1.50210 -0.22965 -0.50960 -0.17
C 0.75702 0.74794 -0.04556 0.08
C 0.02243 1.99145 -0.19320 -0.21
N 0.09671 1.24918 1.07131 -0.49
H 1.77684 -2.30956 -0.12107 0.30
H 3.11036 -1.28838 0.41373 0.37
H 1.59110 -1.31573 1.33328 0.33
H 1.77150 -0.24291 -1.55910 0.37
H -0.95936 1.99220 -0.65032 0.19
H 0.57703 2.91912 -0.30953 0.25
H 0.66414 1.64173 1.81456 0.22
C -1.63020 -1.28941 -0.55379 -0.43
N -2.32097 -0.67611 0.29567 -0.32
O -2.95648 0.48036 -0.15167 -0.37
H -1.14221 -2.18805 -0.21936 0.32
H -1.50660 -0.97673 -1.59028 0.39
H -3.37692 0.84502 0.64001 0.37
```

* LUMO level: 1.054 eV
* spin multiplicity: 1
* frontier orbital gap: 0.354 Eh
* F_max: 0.02326 Eh/bohr
* SMILES: C/C=C1/CN1.C=NO